one.
20
Properties=species:S:1:pos:R:3 method="wB97M-V/def2-TZVPD" total_charge=0 lumo_energy_ev="-1.1 / -1.1" e_homo_ha="-0.3019 / -0.3019" orbital_gap_ha="0.260 / 0.260"
C -0.32 0.33 -1.23
C 0.12 1.76 -1.24
C 0.36 1.22 0.14
C 0.62 -0.72 -1.79
O -1.59 0.03 -1.15
H -1.75 -0.76 -0.19
H -0.68 2.48 -1.34
H 1.00 1.99 -1.83
H -0.30 1.58 0.92
H 1.37 1.00 0.45
H 0.47 -0.78 -2.87
H 1.67 -0.48 -1.60
H 0.39 -1.70 -1.38
C -0.39 -1.01 1.41
N -0.18 -0.38 2.65
N 0.97 -0.31 3.11
N -1.60 -1.21 0.97
H 1.68 -0.75 2.48
H -2.30 -0.81 1.59
H 0.46 -1.48 0.91

=====

two.
20
Properties=species:S:1:pos:R:3 method="wB97M-V/def2-TZVPD" total_charge=0 lumo_energy_ev=0.9 e_homo_ha=-0.2541 orbital_gap_ha=0.286
C 0.95 -0.04 -1.19
C -0.65 -1.81 -0.16
C 1.56 0.43 0.11
C -1.12 0.67 0.00
C -0.28 -0.37 -0.37
N 2.48 -0.40 0.70
N -2.13 0.48 0.93
N -1.15 1.89 -0.65
O 1.40 1.60 0.53
H 2.80 -0.15 1.62
H 2.50 -1.37 0.45
H -1.70 2.61 -0.20
H -1.99 -0.31 1.54
H -2.48 1.30 1.39
H -0.23 2.22 -0.89
H 0.84 0.76 -1.92
H 1.42 -0.93 -1.60
H -0.90 -2.03 0.88
H -1.50 -2.11 -0.78
H 0.19 -2.46 -0.40

=====

three.
20
Properties=species:S:1:pos:R:3 method="wB97M-V/def2-TZVPD" total_charge=0 lumo_energy_ev=-0.1 e_homo_ha=-0.3035 orbital_gap_ha=0.300
C -0.05 -0.53 1.10
C -0.14 -1.85 0.34
C 0.36 1.95 -1.56
C -1.28 0.14 1.60
N -0.33 0.68 -1.40
N -0.31 -1.59 -1.09
C 0.43 -0.38 -1.40
N 1.16 -0.08 1.31
O 1.70 -0.42 -1.28
H -1.29 -1.40 -1.28
H 1.26 0.83 1.74
H 1.84 -0.25 0.34
H 0.78 -2.41 0.50
H -0.97 -2.44 0.72
H 1.06 2.15 -0.74
H 0.95 1.97 -2.48
H -0.38 2.75 -1.60
H -1.72 -0.48 2.39
H -2.00 0.22 0.79
H -1.08 1.13 2.00

=====

So which one is most stable? That would be two, about 119.8 kJ/mol below the next structure.

=====

one.
14
Properties=species:S:1:pos:R:3 method="wB97M-V/def2-TZVPD" total_charge=0 lumo_energy_ev=0.8 e_homo_ha=-0.3509 orbital_gap_ha=0.379
O 1.35 0.11 -0.37
N 2.90 1.10 -1.77
C 0.00 0.00 0.00
C 1.65 0.45 -1.64
H 2.74 2.04 -1.41
H 3.11 1.19 -2.77
H -0.34 1.04 -0.09
H -0.13 -0.32 1.05
H -0.63 -0.64 -0.64
H 1.70 -0.40 -2.34
H 0.91 1.17 -2.04
O 1.07 1.63 3.31
H 0.67 2.22 2.64
H 1.69 1.06 2.80

=====

two.
14
Properties=species:S:1:pos:R:3 method="wB97M-V/def2-TZVPD" total_charge=0 lumo_energy_ev=0.9 e_homo_ha=-0.3366 orbital_gap_ha=0.371
C 1.07 -1.11 -1.16
O 1.74 -0.78 0.04
C 0.03 -2.18 -0.99
N -0.54 -2.59 -2.26
H 1.92 -1.44 -1.78
H 0.65 -0.23 -1.64
H 1.15 -0.54 0.76
H -0.69 -1.79 -0.28
H 0.48 -3.04 -0.46
H -0.42 -1.92 -2.99
H -1.44 -3.02 -2.16
H -1.89 4.82 4.14
H -2.55 5.92 3.25
O -1.74 5.68 3.73

=====

So which one is most stable? That would be two, about 46.0 kJ/mol below the next structure.

=====

one.
18
Properties=species:S:1:pos:R:3 method="wB97M-V/def2-TZVPD" total_charge=+1 lumo_energy_ev=-5.2 e_homo_ha=-0.5306 orbital_gap_ha=0.339
C 0.28 0.88 0.00
C -0.71 -0.12 -0.14
C -0.13 2.34 0.17
C -0.03 -1.53 -0.39
C 1.36 -1.72 0.16
N 1.56 0.62 -0.03
N -1.95 0.06 0.10
O -2.82 -0.92 0.11
O 2.19 -0.57 -0.12
H -1.22 2.43 0.01
H 0.36 2.97 -0.58
H -0.04 2.84 1.09
H -0.88 -2.16 -0.07
H 0.20 -1.69 -1.42
H -3.66 -0.52 0.45
H 2.01 -2.50 -0.37
H 1.28 -1.77 1.25
H 2.22 1.35 -0.24

=====

two.
18
Properties=species:S:1:pos:R:3 method="wB97M-V/def2-TZVPD" total_charge=+1 lumo_energy_ev=-5.4 e_homo_ha=-0.5429 orbital_gap_ha=0.345
C 0.18 -0.23 -1.93
C 0.49 0.96 0.58
C -0.89 1.12 0.04
C 0.95 -0.49 0.27
C -1.01 0.18 -1.11
N 1.23 -0.44 -1.14
N -0.22 -1.39 0.37
O 0.04 -0.43 -3.09
O -2.17 -0.08 -1.59
H 1.21 1.79 0.19
H 0.50 1.17 1.74
H -1.62 0.68 0.80
H -1.11 2.18 -0.20
H 1.72 -1.07 0.81
H 2.05 -0.83 -1.42
H 0.04 -2.37 0.00
H -0.61 -1.45 1.36
H -2.32 -0.27 -2.58

=====

So which one is most stable? That would be two, about 277.0 kJ/mol below the next structure.

=====

one.
40
Properties=species:S:1:pos:R:3 method="wB97M-V/def2-TZVPD" total_charge=0 lumo_energy_ev=0.1 e_homo_ha=-0.3119 orbital_gap_ha=0.316
O -1.18 -2.36 1.87
S -1.63 -2.23 0.53
O -2.71 -3.02 0.05
N -1.98 -0.64 0.25
C -2.34 -0.35 -1.12
C -3.24 0.88 -1.26
C -2.50 2.19 -0.99
C -2.45 2.61 0.48
H -1.64 3.33 0.59
C -2.25 1.46 1.48
H -1.88 1.88 2.41
H -3.20 0.98 1.69
C -1.28 0.37 1.01
H -0.45 0.80 0.43
H -0.88 -0.15 1.88
H -3.38 3.12 0.74
H -1.48 2.09 -1.38
H -2.98 2.99 -1.56
H -3.62 0.88 -2.28
H -4.10 0.78 -0.59
H -1.44 -0.21 -1.73
H -2.88 -1.24 -1.47
N -0.36 -2.61 -0.52
C 0.84 -1.92 -0.54
C 1.46 -1.50 0.61
C 2.67 -0.80 0.53
C 3.37 -0.33 1.66
C 4.54 0.36 1.52
C 5.07 0.60 0.24
C 4.42 0.16 -0.88
C 3.21 -0.55 -0.76
N 2.60 -0.98 -1.88
C 1.48 -1.63 -1.78
H 1.03 -1.97 -2.70
H 4.81 0.34 -1.87
H 6.00 1.15 0.15
H 5.07 0.71 2.39
H 2.95 -0.52 2.64
H 1.01 -1.72 1.57
H -0.70 -2.94 -1.41

=====

two.
40
Properties=species:S:1:pos:R:3 method="wB97M-V/def2-TZVPD" total_charge=0 lumo_energy_ev=0.6 e_homo_ha=-0.3281 orbital_gap_ha=0.350
C -1.26 -2.24 -3.05
C -1.73 -0.99 -2.31
O -1.35 -0.96 -0.95
C -1.99 -1.89 -0.11
C -2.08 -1.32 1.31
C -3.06 -0.17 1.30
O -4.21 -0.28 1.66
N -2.63 1.03 0.79
C -1.43 1.44 0.28
N -1.36 2.29 -0.69
N -0.12 2.65 -0.99
C 0.79 2.12 -0.26
C 2.24 2.35 -0.42
H 2.70 2.49 0.56
H 2.37 3.27 -1.01
C 2.93 1.18 -1.15
C 2.88 -0.08 -0.32
C 1.96 -1.08 -0.61
C 1.89 -2.21 0.18
C 2.73 -2.36 1.27
C 3.65 -1.36 1.56
C 3.72 -0.23 0.77
H 4.44 0.54 1.00
H 4.31 -1.47 2.41
H 2.67 -3.24 1.89
H 1.17 -2.99 -0.06
H 1.29 -0.96 -1.45
H 2.44 1.02 -2.11
H 3.97 1.46 -1.33
S 0.14 1.04 0.97
H -3.39 1.68 0.60
H -1.09 -1.01 1.64
H -2.46 -2.08 1.98
H -3.01 -2.10 -0.48
H -1.43 -2.84 -0.08
H -1.27 -0.10 -2.74
H -2.82 -0.90 -2.39
H -1.49 -2.15 -4.10
H -1.75 -3.13 -2.66
H -0.18 -2.37 -2.93

=====

So which one is most stable? That would be one, about 33.9 kJ/mol below the next structure.

=====

one.
16
Properties=species:S:1:pos:R:3 method="wB97M-V/def2-TZVPD" total_charge=-1 lumo_energy_ev=3.1 e_homo_ha=-0.1735 orbital_gap_ha=0.289
I -8.60 9.01 -6.85
O -12.10 7.94 -6.33
H -12.50 8.32 -7.12
H -11.15 8.15 -6.43
O -8.34 11.65 -9.51
H -8.34 10.94 -8.85
H -7.41 11.77 -9.74
O -10.11 8.11 -10.09
H -10.17 8.25 -9.13
H -9.16 8.20 -10.23
O -7.24 12.39 -6.27
H -6.46 12.61 -5.75
H -7.02 11.56 -6.73
O -7.92 10.13 -3.42
H -7.76 9.45 -4.10
H -7.08 10.25 -2.97

=====

two.
16
Properties=species:S:1:pos:R:3 method="wB97M-V/def2-TZVPD" total_charge=-1 lumo_energy_ev=3.4 e_homo_ha=-0.1531 orbital_gap_ha=0.278
I -0.77 -0.02 0.39
O 1.78 -0.68 0.20
H 0.82 -0.62 0.18
H 2.00 -1.20 -0.57
O -0.05 2.13 1.49
H -0.85 2.48 1.89
H -0.30 1.26 1.18
O -1.40 -2.42 0.64
H -0.73 -2.74 1.24
H -1.25 -1.47 0.59
O 0.30 -1.31 -1.72
H -0.38 -1.21 -1.06
H 0.39 -0.44 -2.11
O -0.13 2.27 -0.98
H 0.82 2.29 -1.13
H -0.24 1.69 -0.23

=====

So which one is most stable? That would be one, about 933.0 kJ/mol below the next structure.

=====

one.
18
Properties=species:S:1:pos:R:3 method="wB97M-V/def2-TZVPD" total_charge=-1 lumo_energy_ev=3.7 e_homo_ha=-0.1052 orbital_gap_ha=0.241
C -0.42 1.08 0.65
C -0.68 1.39 -0.83
S 0.86 1.39 -1.84
N -0.88 -0.27 1.01
C -0.30 -0.69 2.27
N -0.76 -1.99 2.73
H -0.95 1.75 1.33
H 0.65 1.22 0.85
H -1.41 0.69 -1.23
H -1.09 2.39 -0.93
H -0.54 -0.90 0.30
H 0.79 -0.66 2.20
H -0.62 -0.01 3.05
H -0.70 -2.68 1.99
H -1.66 -1.94 3.16
H 0.59 -1.94 -1.46
H 1.15 -0.84 -2.30
O 1.27 -1.80 -2.12

=====

two.
18
Properties=species:S:1:pos:R:3 method="wB97M-V/def2-TZVPD" total_charge=-1 lumo_energy_ev=4.0 e_homo_ha=-0.1085 orbital_gap_ha=0.255
N 0.06 1.23 -0.70
C -0.37 0.01 0.03
C -1.09 -1.00 -0.90
S -0.10 -2.49 -1.21
C -1.01 0.38 1.38
N -0.18 1.37 2.11
H 1.07 1.11 -0.83
H -0.16 1.11 -1.68
H 0.53 -0.52 0.38
H -2.06 -1.35 -0.54
H -1.32 -0.48 -1.82
H -2.02 0.79 1.33
H -1.01 -0.49 2.02
H -0.42 2.30 1.83
H 0.79 1.24 1.91
H 1.82 -1.43 -1.44
H 2.79 -0.88 -0.45
O 2.66 -0.91 -1.41

=====

So which one is most stable? That would be two, about 8.9 kJ/mol below the next structure.

=====

one.
10
Properties=species:S:1:pos:R:3 method="wB97M-V/def2-TZVPD" total_charge=0 lumo_energy_ev=0.6 e_homo_ha=-0.3407 orbital_gap_ha=0.364
O 0.32 1.49 0.16
C -0.18 0.49 -0.28
O -1.00 0.41 -1.33
C 0.22 -0.99 -0.02
N 0.62 -1.25 1.35
H -1.09 1.23 -1.85
H -0.66 -1.55 -0.34
H 1.13 -1.24 -0.58
H -0.16 -1.16 1.99
H 1.46 -0.82 1.68

=====

two.
10
Properties=species:S:1:pos:R:3 method="wB97M-V/def2-TZVPD" total_charge=0 lumo_energy_ev="0.4 / 0.3" e_homo_ha="-0.3452 / -0.2649" orbital_gap_ha="0.360 / 0.276"
C -1.43 -0.24 0.09
C -0.86 1.13 -0.10
N 1.25 -1.52 -0.17
O -2.48 -0.81 0.11
O 2.24 -0.68 0.38
H 0.19 1.19 -0.22
H -1.28 1.57 -1.07
H -1.30 1.66 0.80
H 1.22 -1.09 -1.03
H 2.46 -1.21 1.23

=====

three.
10
Properties=species:S:1:pos:R:3 method="wB97M-V/def2-TZVPD" total_charge=0 lumo_energy_ev=0.5 e_homo_ha=-0.3278 orbital_gap_ha=0.345
C -1.53 -0.56 0.38
C -1.12 -1.15 1.40
N 1.20 0.94 -0.89
O -1.90 -0.04 -0.59
O 1.36 0.14 0.21
H -1.57 -1.81 2.14
H -0.07 -0.99 1.40
H 0.29 0.79 -1.34
H 1.39 1.95 -0.82
H 1.89 0.67 -1.49

=====

four.
10
Properties=species:S:1:pos:R:3 method="wB97M-V/def2-TZVPD" total_charge=0 lumo_energy_ev=0.9 e_homo_ha=-0.3308 orbital_gap_ha=0.365
C -0.38 -1.00 -0.20
C 0.24 0.31 0.56
N -0.64 1.01 -0.43
O -1.34 -0.18 -0.87
O 1.62 0.56 0.34
H 0.33 -1.41 -1.07
H -0.82 -1.73 0.41
H 0.18 0.55 1.59
H -1.29 1.74 0.04
H 2.10 0.14 -0.38

=====

So which one is most stable? That would be one, about 351.0 kJ/mol below the next structure.

=====

one.
10
Properties=species:S:1:pos:R:3 method="wB97M-V/def2-TZVPD" total_charge=0 lumo_energy_ev=1.0 e_homo_ha=-0.3394 orbital_gap_ha=0.377
C -0.63 -1.20 0.96
C -0.58 -0.43 -0.11
N 0.68 0.53 -0.39
O 0.81 1.96 -2.17
O 0.57 1.79 -0.68
H -1.39 -2.05 0.98
H 0.05 -1.03 1.72
H -1.13 -0.37 -1.00
H 1.43 0.22 0.19
H 1.14 2.89 -2.30

=====

two.
10
Properties=species:S:1:pos:R:3 method="wB97M-V/def2-TZVPD" total_charge=0 lumo_energy_ev="-0.6 / -0.7" e_homo_ha="-0.3645 / -0.3496" orbital_gap_ha="0.344 / 0.324"
C -1.87 0.69 0.32
C -1.49 -0.38 -0.34
N 1.75 1.18 -0.10
O 3.28 -0.63 0.33
O 1.88 0.08 -0.27
H -2.62 1.37 -0.06
H -1.46 0.93 1.29
H -1.90 -0.63 -1.31
H -0.75 -1.06 0.04
H 3.18 -1.56 0.10

=====

three.
10
Properties=species:S:1:pos:R:3 method="wB97M-V/def2-TZVPD" total_charge=0 lumo_energy_ev=0.7 e_homo_ha=-0.3574 orbital_gap_ha=0.382
C 0.53 -1.06 0.08
C -0.25 1.21 0.66
H 1.45 -0.72 -0.24
H 0.24 -1.89 -0.51
H 0.55 -1.55 1.18
H -1.28 0.28 -1.58
H -0.44 2.10 0.19
N -0.32 0.07 -0.15
O -0.25 0.35 -1.49
O -0.23 1.21 1.86

=====

four.
10
Properties=species:S:1:pos:R:3 method="wB97M-V/def2-TZVPD" total_charge=0 lumo_energy_ev="0.2 / 0.2" e_homo_ha="-0.2835 / -0.2835" orbital_gap_ha="0.290 / 0.290"
C -0.26 -0.74 -0.16
C 0.70 0.28 0.46
N -1.56 -0.15 0.03
O -1.12 1.25 0.07
O 1.78 0.70 -0.26
H -0.19 -0.98 -1.29
H -0.07 -1.80 0.40
H 0.43 0.41 1.55
H -2.10 -0.34 -0.77
H 2.38 1.38 -0.03

=====

So which one is most stable? That would be three, about 270.9 kJ/mol below the next structure.

=====

one.
10
Properties=species:S:1:pos:R:3 method="wB97M-V/def2-TZVPD" total_charge=0 lumo_energy_ev=0.9 e_homo_ha=-0.3522 orbital_gap_ha=0.385
C -0.51 -0.53 -0.75
C -0.07 0.03 0.64
N 0.39 1.23 -0.16
O -0.40 0.73 -1.36
O 1.06 -0.59 1.26
H 0.29 -1.18 -1.28
H -1.51 -1.00 -0.61
H -0.83 0.24 1.37
H -0.10 1.98 0.31
H 1.68 -0.90 0.56

=====

two.
10
Properties=species:S:1:pos:R:3 method="wB97M-V/def2-TZVPD" total_charge=0 lumo_energy_ev=0.8 e_homo_ha=-0.3174 orbital_gap_ha=0.347
C -0.46 1.34 0.10
C -1.18 0.29 -0.47
N 0.99 -1.26 0.53
O 0.57 -0.62 -0.69
O -2.05 -0.23 -1.01
H 0.58 -2.19 0.49
H 1.99 -1.41 0.40
H -0.93 2.32 0.05
H -0.06 1.08 1.08
H 0.55 0.69 -0.49

=====

three.
10
Properties=species:S:1:pos:R:3 method="wB97M-V/def2-TZVPD" total_charge=0 lumo_energy_ev=0.8 e_homo_ha=-0.3592 orbital_gap_ha=0.388
O -0.24 1.63 2.14
C -0.47 0.44 2.10
H 0.17 -0.20 2.65
H -1.45 0.07 1.70
C -0.15 -0.70 -1.56
N 1.08 -1.33 -1.74
O -0.32 0.33 -0.92
H -0.99 -1.41 -1.70
H 1.14 -2.16 -2.27
H 1.80 -1.12 -1.17

=====

So which one is most stable? That would be three, about 205.7 kJ/mol below the next structure.

=====

one.
10
Properties=species:S:1:pos:R:3 method="wB97M-V/def2-TZVPD" total_charge=0 lumo_energy_ev=0.7 e_homo_ha=-0.3634 orbital_gap_ha=0.391
C 0.73 -0.22 1.10
N 0.60 -0.36 -0.35
C -0.57 -0.08 -0.98
O -1.38 0.82 -0.36
O -0.90 -0.54 -2.05
H -0.07 0.39 1.55
H 0.78 -1.15 1.64
H 1.49 0.56 1.29
H 1.44 -0.37 -0.90
H -2.11 0.96 -0.96

=====

two.
10
Properties=species:S:1:pos:R:3 method="wB97M-V/def2-TZVPD" total_charge=0 lumo_energy_ev=0.6 e_homo_ha=-0.3648 orbital_gap_ha=0.388
O -1.71 -0.54 -0.52
C -2.31 -0.03 0.39
H -2.43 1.07 0.47
H -2.49 -0.56 1.34
C 1.18 -0.41 0.13
N 1.85 0.40 -0.73
O 1.25 -0.35 1.33
H 0.57 -1.16 -0.40
H 1.56 0.56 -1.68
H 2.53 1.02 -0.32

=====

So which one is most stable? That would be one, about 93.5 kJ/mol below the next structure.

=====

one.
17
Properties=species:S:1:pos:R:3 method="wB97M-V/def2-TZVPD" total_charge=0 lumo_energy_ev=-1.0 e_homo_ha=-0.3423 orbital_gap_ha=0.305
C 1.04 0.05 1.82
C 1.43 -0.41 -0.69
C -0.87 0.24 -0.02
C 0.59 0.37 0.31
O 0.97 1.76 0.08
S -1.56 -1.38 0.22
S -1.93 1.53 -0.59
H 0.84 -1.03 2.00
H 0.31 0.54 2.46
H 2.05 0.10 2.05
H 1.78 -1.51 -0.48
H 2.27 0.24 -0.98
H 0.77 -0.50 -1.53
H -2.21 -0.88 -2.31
H -2.78 -0.37 -2.79
H -2.77 -0.89 0.46
H 0.08 2.13 0.00

=====

two.
17
Properties=species:S:1:pos:R:3 method="wB97M-V/def2-TZVPD" total_charge=0 lumo_energy_ev=0.7 e_homo_ha=-0.3200 orbital_gap_ha=0.345
S -0.68 0.11 1.43
S 0.18 2.67 -0.11
C -1.09 1.46 0.33
C 0.39 -0.70 0.31
C 1.18 1.38 -0.88
C 1.61 0.29 0.08
H -1.51 1.02 -0.59
H -1.90 2.02 0.84
H 0.80 -1.66 0.69
H -0.15 -0.91 -0.63
H 0.64 1.07 -1.80
H 2.03 2.02 -1.20
H 1.98 0.65 1.06
H 2.43 -0.30 -0.39
O -2.06 -3.40 0.42
H -2.33 -2.53 0.79
H -1.50 -3.18 -0.35

=====

So which one is most stable? That would be two, about 245.0 kJ/mol below the next structure.

=====

one.
10
Properties=species:S:1:pos:R:3 method="wB97M-V/def2-TZVPD" total_charge=0 lumo_energy_ev=-0.2 e_homo_ha=-0.4302 orbital_gap_ha=0.425
C -1.16 0.07 -0.28
C 0.19 0.51 0.23
N 1.25 -0.65 0.23
O 0.95 -1.50 -0.60
O 2.20 -0.65 0.96
F 0.71 1.44 -0.65
F 0.25 1.08 1.42
H -1.93 0.85 -0.40
H -0.95 -0.48 -1.22
H -1.50 -0.68 0.30

=====

two.
10
Properties=species:S:1:pos:R:3 method="wB97M-V/def2-TZVPD" total_charge=0 lumo_energy_ev="-1.0 / -1.9" e_homo_ha="-0.3830 / -0.3661" orbital_gap_ha="0.347 / 0.296"
C -1.78 0.07 0.23
C 0.94 -0.67 0.12
N 1.41 0.64 -0.28
O 1.65 0.74 -1.48
O 1.31 1.49 0.55
F 1.37 -1.16 1.25
F 1.03 -1.63 -0.92
H -2.11 -0.30 -0.80
H -2.32 -0.35 1.13
H -1.52 1.17 0.21

=====

So which one is most stable? That would be one, about 412.4 kJ/mol below the next structure.